Formula: CClNS
Source: the Open Molecules 2025 dataset
Level of theory: ωB97M-V/def2-TZVPD

The calculation puts the energy at -951.13655 a.u. The LUMO energy comes out at -1.912 eV. The spin multiplicity is 1. The calculation puts the relative energy (zero: lowest compared OMol25 entry of this formula, charge and spin) at 164.0 kJ/mol.

XYZ file:
```
4
Properties=species:S:1:pos:R:3:forces:R:3:mulliken_charge:R:1
C 0.6865 -0.2203 -0.0390 -3.305 -2.758 0.377 0.63
N -0.2274 -1.0826 0.0298 0.252 0.981 -0.327 -0.33
S 1.1697 1.1869 0.0098 3.228 3.314 -0.088 -0.23
Cl -1.6287 0.1160 -0.0006 -0.175 -1.538 0.038 -0.08
```
Positions in Å, forces in eV/Å.